Record 1
14
Properties=species:S:1:pos:R:3:lowdin_charge:R:1 method="wB97M-V/def2-TZVPD" homo_lumo_gap_ev=8.59 e_homo_ev=-7.7701 total_energy_ev=-9398.723 multiplicity=1 e_above_lowest_kcal_mol=80.6 lumo_ev=0.8
C -0.72 -1.09 0.29 -0.007
C -0.55 0.18 -0.08 -0.253
C -1.40 1.38 -0.17 0.030
C -0.54 2.25 -0.67 -0.059
O 0.80 1.74 -0.63 0.022
C 0.70 0.34 -0.30 -0.290
C 1.49 -0.58 0.10 -0.017
C 0.60 -1.69 0.47 -0.194
H -1.53 -1.69 0.16 0.088
H -2.46 1.30 -0.05 0.112
H -0.90 3.23 -1.00 0.127
H 2.63 -0.70 0.52 0.180
H 1.14 -2.64 -0.03 0.187
H 0.74 -2.04 1.39 0.074


Record 2
18
Properties=species:S:1:pos:R:3:lowdin_charge:R:1 method="wB97M-V/def2-TZVPD" homo_lumo_gap_ev=9.20 e_homo_ev=-10.2277 total_energy_ev=-18491.042 multiplicity=1 e_above_lowest_kcal_mol=214.1 lumo_ev=-1.0
C -0.71 -1.41 -1.29 -0.464
C -0.06 1.13 -0.57 0.068
C 0.43 -0.47 -0.78 -0.146
C 0.18 1.58 0.98 -0.063
C -0.61 -2.73 -0.76 -0.012
N 0.75 0.53 1.47 -0.135
N 0.11 2.89 1.52 -0.360
O 1.29 0.41 2.56 0.104
O -0.25 3.75 0.80 0.127
O -1.53 -1.06 -2.04 0.163
O 0.73 -0.72 0.59 0.008
O 0.52 3.02 2.67 0.098
H 0.62 1.71 -1.13 0.088
H -1.04 1.26 -0.94 0.086
H 1.18 -0.51 -1.45 0.114
H -0.84 -2.93 0.40 0.166
H 0.44 -3.03 -0.82 0.104
H -1.23 -3.41 -1.20 0.055


Record 3
16
Properties=species:S:1:pos:R:3:lowdin_charge:R:1 method="wB97M-V/def2-TZVPD" homo_lumo_gap_ev=6.55 total_charge=-1 e_homo_ev=-2.5858 total_energy_ev=-13952.925 multiplicity=1 e_above_lowest_kcal_mol=11.6 lumo_ev=4.0
C -1.24 -1.55 0.07 -0.041
N -0.39 -0.37 0.02 -0.005
C -1.05 0.90 -0.29 -0.461
O -2.27 0.95 -0.39 -0.035
C -0.13 1.98 -0.42 -0.100
C 1.15 1.86 -0.15 -0.135
C 1.75 0.69 0.08 -0.245
O 3.14 0.44 0.30 -0.056
C 0.96 -0.53 0.15 -0.432
O 1.30 -1.72 0.25 -0.047
H -1.14 -1.99 -0.90 0.084
H -0.69 -2.32 0.75 0.113
H -2.16 -1.33 0.48 0.049
H -0.50 3.00 -0.65 0.100
H 1.70 2.80 -0.29 0.118
H 3.10 -0.56 0.46 0.092


Record 4
18
Properties=species:S:1:pos:R:3:lowdin_charge:R:1 method="wB97M-V/def2-TZVPD" homo_lumo_gap_ev=10.38 e_homo_ev=-9.7876 total_energy_ev=-9911.527 multiplicity=1 e_above_lowest_kcal_mol=16.5 lumo_ev=0.6
C 0.33 -0.74 1.09 -0.045
C 0.88 -0.09 -0.20 -0.417
C 1.40 1.33 0.01 -0.054
N -0.14 -0.13 -1.26 0.034
C 0.04 -0.88 -2.38 -0.359
O 0.99 -1.61 -2.58 0.022
H 1.11 -1.35 1.53 0.070
H -0.52 -1.40 0.88 0.076
H 0.04 0.03 1.81 0.069
H 1.69 -0.72 -0.54 0.122
H 2.15 1.55 -0.75 0.077
H 0.60 2.07 0.00 0.077
H 1.91 1.34 0.98 0.081
H -0.61 0.75 -1.38 0.124
H -0.80 -0.83 -3.08 0.126
O -2.70 1.30 4.00 -0.074
H -2.70 1.92 3.25 0.032
H -3.64 1.08 4.08 0.042


Record 5
71
Properties=species:S:1:pos:R:3:lowdin_charge:R:1 method="wB97M-V/def2-TZVPD" homo_lumo_gap_ev="8.13 / 7.19" total_charge=-1 e_homo_ev="-5.7645 / -5.8751" total_energy_ev=-94250.738 multiplicity=3 e_above_lowest_kcal_mol=48.8 lumo_ev="2.4 / 1.3"
Pt -0.20 -1.16 0.52 1.218
O 0.67 1.40 -0.73 -0.069
C -0.36 2.38 -0.71 -0.303
C -1.76 1.69 -0.60 -0.526
O -2.74 2.24 -1.07 0.091
O -1.78 0.56 0.06 -0.251
C -0.26 3.29 -1.95 -0.113
C -1.15 4.35 -2.15 -0.016
C -1.03 5.17 -3.25 -0.080
C -0.02 4.98 -4.18 -0.109
C 0.88 3.95 -3.99 -0.093
C 0.76 3.11 -2.88 -0.026
C -0.09 3.23 0.53 -0.117
C 1.21 3.65 0.79 -0.020
C 1.50 4.46 1.88 -0.080
C 0.48 4.86 2.73 -0.101
C -0.82 4.46 2.48 -0.074
C -1.11 3.65 1.38 -0.006
H 0.55 0.85 -1.50 0.101
H -1.94 4.51 -1.43 0.114
H -1.74 5.98 -3.39 0.098
H 0.08 5.64 -5.03 0.093
H 1.69 3.79 -4.69 0.095
H 1.48 2.31 -2.74 0.104
H 2.01 3.33 0.12 0.104
H 2.52 4.77 2.06 0.097
H 0.70 5.49 3.58 0.094
H -1.62 4.77 3.14 0.101
H -2.13 3.35 1.19 0.110
C 3.62 0.99 -0.23 -0.034
C 3.48 -0.49 -0.42 -0.318
C 4.54 -1.26 -0.89 -0.060
C 4.36 -2.62 -1.04 -0.077
C 3.16 -3.21 -0.70 -0.043
C 2.14 -2.39 -0.19 -0.442
N 2.31 -1.05 -0.10 0.097
N 0.90 -2.81 0.23 -0.222
Si 0.53 -4.46 0.73 0.393
C 1.97 -5.10 1.75 -0.175
C -0.96 -4.54 1.81 -0.171
C 0.29 -5.52 -0.80 -0.167
H 4.49 1.22 0.40 0.083
H 2.72 1.39 0.23 0.042
H 3.79 1.49 -1.19 0.084
H 5.49 -0.79 -1.14 0.104
H 5.16 -3.24 -1.44 0.104
H 3.00 -4.27 -0.82 0.081
H 2.21 -4.36 2.53 0.038
H 2.87 -5.29 1.18 0.014
H 1.68 -6.03 2.25 0.029
H -0.86 -3.86 2.67 0.031
H -1.09 -5.56 2.19 0.040
H -1.87 -4.25 1.28 0.010
H 1.22 -5.62 -1.38 0.017
H -0.46 -5.05 -1.44 0.033
H -0.06 -6.52 -0.53 0.032
F -4.60 -2.81 -1.84 0.122
C -3.96 -2.83 -0.67 -0.680
F -4.86 -3.05 0.30 0.119
F -3.11 -3.87 -0.69 0.099
S -3.08 -1.21 -0.46 0.618
O -2.09 -1.42 -1.49 -0.332
O -4.22 -0.35 -0.58 -0.252
N -2.60 -1.67 1.06 -0.346
S -2.33 -0.88 2.40 0.591
O -1.07 -0.12 2.45 -0.385
O -2.53 -1.76 3.51 -0.276
C -3.72 0.33 2.64 -0.676
F -3.68 1.41 1.90 0.166
F -4.86 -0.32 2.42 0.146
F -3.66 0.70 3.93 0.128


Record 6
66
Properties=species:S:1:pos:R:3:lowdin_charge:R:1 method="wB97M-V/def2-TZVPD" homo_lumo_gap_ev=9.58 e_homo_ev=-9.4650 total_energy_ev=-34637.546 multiplicity=1 e_above_lowest_kcal_mol=65.8 lumo_ev=0.1
C 0.02 -3.94 -0.56 -0.155
O 0.63 -4.00 0.71 -0.133
H -0.72 -4.74 -0.63 0.077
H -0.41 -2.96 -0.77 0.054
H 0.79 -4.06 -1.32 0.079
H 1.29 -4.69 0.76 0.073
C 3.48 2.43 1.67 -0.150
O 4.78 2.86 2.07 -0.113
H 2.85 3.31 1.53 0.056
H 3.48 1.83 0.76 0.070
H 3.10 1.79 2.47 0.065
H 5.14 2.08 2.50 0.068
C -2.08 -0.75 4.18 -0.195
O -2.56 0.23 5.03 -0.110
H -1.90 -0.41 3.16 0.068
H -1.12 -1.16 4.49 0.074
H -2.87 -1.50 4.19 0.081
H -2.79 -0.23 5.85 0.081
C 2.20 -1.32 -4.08 -0.171
O 2.06 -0.17 -3.27 -0.124
H 2.59 -2.19 -3.56 0.065
H 1.23 -1.66 -4.44 0.064
H 2.90 -1.15 -4.90 0.077
H 1.26 -0.25 -2.75 0.021
C -2.04 -2.49 -3.42 -0.166
O -2.90 -1.46 -3.82 -0.114
H -1.00 -2.21 -3.58 0.060
H -2.16 -2.55 -2.33 0.051
H -2.20 -3.47 -3.87 0.087
H -2.62 -0.71 -3.29 0.019
C -3.58 -2.38 0.51 -0.155
O -3.51 -3.53 -0.32 -0.121
H -2.64 -2.32 1.06 0.069
H -3.70 -1.51 -0.13 0.070
H -4.45 -2.33 1.16 0.077
H -3.64 -4.32 0.21 0.080
C 1.73 3.31 -1.85 -0.097
O 0.47 3.69 -1.15 -0.157
H 1.43 2.82 -2.77 0.069
H 2.42 4.14 -2.00 0.071
H 2.24 2.55 -1.26 0.054
H 0.57 3.59 -0.20 -0.010
C -2.61 2.23 -2.78 -0.070
O -2.65 0.88 -2.22 -0.159
H -3.55 2.31 -3.31 0.081
H -2.49 3.01 -2.02 0.083
H -1.80 2.29 -3.51 0.090
H -3.15 0.93 -1.40 0.090
C 0.63 4.61 2.22 -0.141
O 0.06 3.51 1.53 -0.143
H 1.27 4.28 3.03 0.083
H 1.19 5.22 1.50 0.086
H -0.14 5.33 2.52 0.084
H -0.67 3.14 2.03 0.094
C 0.23 0.09 -0.11 -0.101
O -0.14 -0.34 -1.42 -0.149
H -0.36 -0.43 0.65 0.065
H 1.29 -0.05 0.08 0.086
H -0.09 1.13 -0.12 0.070
H -0.98 0.05 -1.65 0.035
C 2.65 -1.59 2.85 -0.151
O 3.04 -0.47 3.65 -0.133
H 2.93 -2.50 3.37 0.076
H 1.59 -1.61 2.58 0.063
H 3.21 -1.61 1.91 0.079
H 2.77 -0.60 4.57 0.073